Below is C27H21BF2N2NiO2PSe2 as an isolated structure, with properties calculated with the ωB97M-V functional and the def2-TZVPD basis.

Calculated values
Gap between HOMO and LUMO (spin up / spin down), eV: 7.314 / 7.751
Total charge: -1
Multiplicity: 3
Strongest force on any atom, eV/Å: 0.271
ΔE to the lowest compared entry with this formula, charge and spin, kcal/mol: 0.3
⟨S²⟩: 2.008
HOMO (spin up / spin down), Ha: -0.17287 / -0.18903

Geometry (Å):
1 Ni 0.17204 0.50183 -0.14597
2 Se 2.61424 -0.37686 -0.32667
3 P 2.18405 -0.46446 1.78274
4 Se 0.10716 -0.83102 2.16297
5 C 2.72321 1.10170 2.55895
6 C 1.81670 1.92608 3.21007
7 C 2.25004 3.11877 3.77999
8 C 3.58498 3.48196 3.70709
9 C 4.49352 2.65924 3.04751
10 C 4.06335 1.47714 2.47124
11 C 3.24798 -1.67825 2.63859
12 C 4.28982 -2.31935 1.98319
13 C 5.10390 -3.20916 2.67354
14 C 4.87692 -3.46042 4.01801
15 C 3.83002 -2.82381 4.67470
16 C 3.01729 -1.93734 3.98746
17 H 0.77008 1.65183 3.25197
18 H 1.52694 3.75853 4.27107
19 H 3.92163 4.40956 4.15551
20 H 5.53501 2.94741 2.97447
21 H 4.76405 0.84631 1.93590
22 H 4.44981 -2.12687 0.92896
23 H 5.91266 -3.70925 2.15536
24 H 5.50924 -4.15650 4.55516
25 H 3.64427 -3.02339 5.72260
26 H 2.19002 -1.44995 4.49058
27 F -1.73350 -1.47843 -1.45165
28 B -1.35286 -0.19543 -1.28669
29 F -2.15574 0.63494 -2.00061
30 O -1.07124 3.12116 2.57988
31 C -0.65352 3.31955 1.45741
32 N -0.51461 4.57849 0.89381
33 C 0.09790 4.54252 -0.41468
34 C 0.20083 3.01043 -0.57053
35 O 0.63779 2.42327 -1.55720
36 N -0.24365 2.38309 0.52190
37 C -0.82905 5.15561 -1.45637
38 C -1.79076 4.38809 -2.10453
39 C -2.69276 4.98970 -2.97248
40 C -2.64670 6.35727 -3.19888
41 C -1.68974 7.12805 -2.55238
42 C -0.78575 6.52751 -1.68982
43 C 1.51399 5.09759 -0.45884
44 C 2.24271 5.31354 0.70176
45 C 3.56120 5.74749 0.63346
46 C 4.16279 5.96046 -0.59564
47 C 3.44393 5.72253 -1.76128
48 C 2.13044 5.28996 -1.69400
49 H -0.63960 5.40868 1.44511
50 H -1.83910 3.31665 -1.95004
51 H -3.43156 4.37824 -3.47479
52 H -3.35101 6.82145 -3.87808
53 H -1.64316 8.19642 -2.72433
54 H -0.02501 7.12381 -1.19872
55 H 1.78867 5.11491 1.66412
56 H 4.11890 5.90274 1.54871
57 H 5.19161 6.29416 -0.64914
58 H 3.91358 5.86452 -2.72660
59 H 1.57685 5.08542 -2.60109

Below is a 3-piece molecular cluster, C44H76ClFNO9PS2 overall at a distorted geometry, with properties calculated with the ωB97M-V functional and the def2-TZVPD basis.

Calculated values
Gap between HOMO and LUMO, eV: 7.148
Structure (SMILES): CCCCCCCCCCCCCCCCN1c2ccc(P(C)O)cc2Sc2c1ccc(S(=O)(=O)F)c2CCCCl.COCCOCCOC.COCCOCCOC
Strongest force on any atom, eV/Å: 6.664
HOMO, Ha: -0.31028

Geometry (Å):
1 C -4.32479 -0.84327 2.60756
2 C -4.08602 0.24138 1.39626
3 C -3.19092 -0.32513 0.14248
4 C -3.73079 -1.75779 -0.48431
5 C -5.35193 -1.80229 -0.74880
6 C -5.72390 -2.59226 -2.14344
7 C -5.33982 -1.78103 -3.51587
8 C -5.15875 -0.15780 -3.33241
9 C -4.52044 0.43891 -4.75615
10 C -2.93423 0.02105 -4.78777
11 C -1.90420 1.27147 -5.09078
12 C -0.48008 0.77745 -5.81117
13 C 0.49062 -0.07904 -4.77383
14 C 2.01322 0.55431 -4.65169
15 C 3.16240 -0.58649 -4.31646
16 C 3.73269 -0.45196 -2.74927
17 N 3.67328 -1.83707 -2.15682
18 C 3.53675 -1.84925 -0.65379
19 C 3.58377 -0.52719 0.33958
20 C 3.42124 -0.66745 1.99259
21 C 3.16847 -2.13143 2.73689
22 P 2.93838 -2.36948 4.62459
23 C 1.98084 -3.98935 5.02187
24 O 4.57149 -2.68595 5.24301
25 C 3.13179 -3.46027 1.76055
26 C 3.31971 -3.30666 0.13910
27 S 3.33704 -4.82697 -1.02009
28 C 4.75412 -4.36884 -2.21936
29 C 4.75938 -2.75640 -2.66623
30 C 6.00712 -2.32001 -3.66346
31 C 7.16953 -3.36256 -4.21292
32 C 7.09761 -4.95911 -3.72068
33 S 8.48568 -6.06696 -4.33843
34 O 8.16244 -6.85165 -5.63213
35 O 9.05231 -6.97641 -3.17978
36 F 9.80868 -4.99616 -4.73428
37 C 5.86535 -5.47033 -2.71351
38 C 5.76731 -7.03092 -2.19046
39 C 4.34871 -7.77775 -2.63135
40 C 3.50971 -8.38602 -1.35126
41 Cl 2.53121 -9.90147 -1.91413
42 H -3.27066 -1.13613 3.07181
43 H -4.81160 -1.82455 2.18972
44 H -5.04450 -0.38319 3.42831
45 H -5.14866 0.55174 0.95449
46 H -3.64290 1.21719 1.87800
47 H -2.07675 -0.52744 0.51657
48 H -3.17952 0.49538 -0.69559
49 H -3.43498 -2.62219 0.25987
50 H -3.20734 -1.89790 -1.54445
51 H -5.83767 -0.73155 -0.66946
52 H -5.84155 -2.44059 0.13151
53 H -5.06608 -3.58729 -2.14470
54 H -6.85174 -2.97495 -2.16000
55 H -4.34977 -2.25810 -3.93252
56 H -6.18693 -1.96752 -4.33226
57 H -6.22828 0.34064 -3.15848
58 H -4.39679 0.15734 -2.49156
59 H -4.73034 1.59053 -4.84999
60 H -5.15100 -0.08625 -5.61165
61 H -2.59547 -0.45696 -3.75858
62 H -2.81648 -0.82520 -5.61946
63 H -2.50020 2.02089 -5.79269
64 H -1.69258 1.87444 -4.08890
65 H 0.08550 1.69190 -6.32024
66 H -0.81346 0.06819 -6.70537
67 H 0.52471 -1.18587 -5.21157
68 H -0.04771 -0.07595 -3.71204
69 H 2.26114 1.00187 -5.72557
70 H 1.96611 1.43221 -3.87950
71 H 2.65854 -1.63955 -4.40897
72 H 4.03310 -0.49437 -5.09515
73 H 2.99741 0.33252 -2.24156
74 H 4.80789 0.03826 -2.71846
75 H 3.76103 0.54690 -0.12071
76 H 3.48392 0.28413 2.68623
77 H 2.32858 -4.80623 4.25349
78 H 0.83303 -3.79245 4.87399
79 H 2.21245 -4.33698 6.12358
80 H 5.01678 -3.19010 4.47775
81 H 2.97257 -4.56470 2.18429
82 H 6.08654 -1.20568 -4.06664
83 H 8.02263 -2.96559 -4.93611
84 H 5.76697 -7.01054 -0.99933
85 H 6.62808 -7.72623 -2.57272
86 H 4.63672 -8.65167 -3.38622
87 H 3.68691 -6.97183 -3.18381
88 H 2.68989 -7.64162 -0.92323
89 H 4.22901 -8.69954 -0.46957
90 C 1.43821 0.65888 8.33535
91 O 1.17034 1.62485 7.33355
92 C 1.78315 1.31233 6.08238
93 C 0.91580 1.80875 4.92271
94 O -0.25848 1.01933 4.68854
95 C -1.28390 1.08819 5.68881
96 C -2.00582 2.43612 5.75274
97 O -1.17904 3.42299 6.37215
98 C -1.33962 4.71512 5.80760
99 H 2.48260 0.72720 8.65542
100 H 0.78737 0.86546 9.18896
101 H 1.21530 -0.35147 7.97710
102 H 1.93521 0.23624 5.97868
103 H 2.75756 1.81411 6.05748
104 H 1.50678 1.72844 4.00395
105 H 0.66053 2.86479 5.02933
106 H -0.89944 0.78532 6.66347
107 H -2.02068 0.32962 5.40184
108 H -2.91097 2.34295 6.35863
109 H -2.29094 2.74314 4.73615
110 H -1.22400 4.68296 4.71993
111 H -0.55700 5.36060 6.21236
112 H -2.31519 5.12573 6.07637
113 C -3.67813 3.80003 0.63879
114 O -3.85419 5.18165 0.37690
115 C -4.41224 5.89024 1.48375
116 C -3.87515 7.32312 1.52774
117 O -2.51884 7.42762 1.98211
118 C -1.50970 6.91135 1.10353
119 C -1.31505 7.72987 -0.17488
120 O -2.38798 7.50025 -1.08989
121 C -2.74571 8.65874 -1.82748
122 H -4.64881 3.29537 0.66961
123 H -3.07847 3.37477 -0.17021
124 H -3.13786 3.64353 1.57819
125 H -4.17708 5.39223 2.42638
126 H -5.50033 5.90634 1.35081
127 H -4.46947 7.88147 2.25908
128 H -4.00687 7.83590 0.57303
129 H -1.68146 5.85584 0.88928
130 H -0.57570 6.95917 1.67447
131 H -0.39128 7.42417 -0.67315
132 H -1.24054 8.79567 0.08497
133 H -2.92841 9.50587 -1.15932
134 H -3.67253 8.44493 -2.36437
135 H -1.96347 8.90294 -2.54930

Below is C22H67Hg2O16S as an isolated structure at a distorted geometry, with properties calculated with the ωB97M-V functional and the def2-TZVPD basis.

Calculated values
Gap between HOMO and LUMO, eV: 3.272
Total charge: +1
Strongest force on any atom, eV/Å: 3.272
ΔE to the lowest compared entry with this formula, charge and spin, kcal/mol: 300.0
HOMO, Ha: -0.43092

Geometry (Å):
1 Hg -12.60242 25.88420 14.45873
2 Hg -7.97788 24.65938 16.73849
3 S -8.51415 25.83006 12.94665
4 O -7.83941 24.61413 13.43068
5 O -8.67563 26.67809 14.10137
6 O -7.68101 26.48804 11.97691
7 O -9.88526 25.63728 12.55064
8 O -10.98408 23.64558 16.02193
9 H -10.78045 22.89529 15.43021
10 C -3.26217 24.98289 18.91277
11 C -3.22120 25.84206 17.64783
12 O -4.54254 25.85059 17.02081
13 H -3.71162 24.01336 18.69806
14 H -3.73418 25.27890 19.84962
15 H -2.28468 24.82236 19.36758
16 H -2.46613 25.59362 16.90201
17 H -2.85938 26.84133 17.89003
18 H -4.49044 26.59895 16.42178
19 C -11.84564 30.95216 17.21948
20 C -12.73077 30.36077 16.12004
21 O -11.88804 29.41068 15.41536
22 H -11.61894 30.18862 17.96360
23 H -12.35270 31.60105 17.93358
24 H -10.88740 31.31005 16.84293
25 H -13.12352 31.13751 15.46390
26 H -13.65812 29.92094 16.48701
27 H -11.11994 29.84762 15.04026
28 C -1.76489 25.02017 12.30954
29 C -2.97495 25.70992 11.61424
30 O -3.73480 26.40927 12.60494
31 H -1.14738 25.64962 12.95032
32 H -1.14578 24.64920 11.49272
33 H -2.05835 24.16909 12.92407
34 H -3.51282 24.85922 11.19578
35 H -2.67828 26.38929 10.81514
36 H -4.60653 26.33584 12.20960
37 C -9.32799 33.45090 12.62877
38 C -8.40052 32.24804 12.37743
39 O -8.67530 31.40721 13.51069
40 H -9.04885 33.93100 13.56669
41 H -10.40324 33.29091 12.54907
42 H -9.25297 34.21031 11.85046
43 H -7.34232 32.48801 12.27377
44 H -8.66440 31.75787 11.44031
45 H -8.31358 30.52630 13.38918
46 C -4.94003 19.98197 17.50242
47 C -6.17662 20.06633 16.73251
48 O -6.37048 21.34264 16.28698
49 H -5.06886 20.49123 18.45749
50 H -4.14039 20.52691 17.00071
51 H -4.56548 18.96739 17.63821
52 H -7.03839 19.82056 17.35304
53 H -6.00353 19.45093 15.84966
54 H -6.19715 21.25473 15.34686
55 C -12.38400 29.25010 10.69171
56 C -13.71222 28.49130 10.59610
57 O -14.14199 28.04173 11.86939
58 H -12.47853 30.11390 11.34973
59 H -11.96428 29.69861 9.79129
60 H -11.54723 28.74153 11.17054
61 H -13.68129 27.76570 9.78330
62 H -14.49716 29.11237 10.16453
63 H -14.68565 28.72463 12.26900
64 C -8.43096 28.43296 20.82769
65 C -8.06710 28.50536 19.27830
66 O -8.95388 27.53212 18.71260
67 H -9.44855 28.73492 21.07555
68 H -7.89397 29.13230 21.46852
69 H -8.15357 27.45323 21.21663
70 H -7.02538 28.21911 19.13346
71 H -8.20765 29.53668 18.95472
72 H -9.84000 27.86430 18.87396
73 C -16.96353 23.72349 13.32015
74 C -15.86348 22.65935 13.05774
75 O -14.66692 23.39002 12.97382
76 H -17.83328 23.25397 13.77970
77 H -17.13720 24.41519 12.49584
78 H -16.65187 24.28377 14.20166
79 H -16.07891 21.97787 12.23477
80 H -15.77319 22.15128 14.01785
81 H -14.10833 23.08511 12.25507
82 C -12.20416 23.96583 7.44046
83 C -12.87102 22.98314 8.29381
84 O -12.13581 22.90118 9.52492
85 H -12.59657 24.06866 6.42875
86 H -11.14592 23.86116 7.20120
87 H -12.16788 24.88750 8.02125
88 H -12.84760 21.94394 7.96575
89 H -13.91914 23.20616 8.49337
90 H -11.84098 23.78372 9.76115
91 C -6.58365 18.86305 11.01098
92 C -6.33807 20.38472 10.76279
93 O -5.86173 21.09911 11.90800
94 H -7.36720 18.63345 11.73308
95 H -5.67630 18.45642 11.45760
96 H -6.83532 18.39718 10.05823
97 H -7.25498 20.85042 10.40155
98 H -5.61962 20.65975 9.99059
99 H -6.33700 21.92410 12.03094
100 C -8.74512 27.86965 5.94646
101 C -8.57159 27.86189 7.48315
102 O -7.66151 26.85156 7.85412
103 H -9.05571 26.86986 5.64303
104 H -7.96886 28.27293 5.29616
105 H -9.68065 28.40230 5.77570
106 H -9.51870 27.69049 7.99473
107 H -8.07725 28.78116 7.79730
108 H -7.53316 26.90547 8.80397

Below is the molecule C4H5F3N2S at a distorted geometry, with properties calculated with the ωB97M-V functional and the def2-TZVPD basis.

Calculated values
Gap between HOMO and LUMO (spin up / spin down), eV: 5.847 / 6.144
Multiplicity: 3
Strongest force on any atom, eV/Å: 4.671
⟨S²⟩: 2.007
HOMO (spin up / spin down), Ha: -0.19583 / -0.32977

Geometry (Å):
1 C -2.02109 0.23318 -0.01577
2 C 0.37130 0.37819 0.14089
3 C 0.14622 -1.07274 -0.05089
4 C -4.44718 0.21096 -0.15682
5 N -3.22982 0.75492 -0.37847
6 N -0.92780 1.00181 -0.11211
7 F -4.90622 -0.55173 -1.15508
8 F -5.38464 1.13322 0.08000
9 F -4.56708 -0.59857 0.97178
10 S -1.62568 -1.43638 0.39212
11 H 0.73503 0.75813 1.04346
12 H 1.17139 0.89247 -0.40543
13 H 0.14844 -1.35349 -1.03496
14 H 0.78333 -1.69655 0.49411
15 H -0.87810 1.95711 -0.55147